Below is one molecule with the formula C3H10N2P2 in a non-equilibrium geometry, with properties calculated with ωB97M-V/def2-TZVPD.

Structure (ORCA input):
```
! RIJCOSX wB97M-V def2-TZVPD def2/J DEFGRID3
* xyz 0 1
C -2.4790 0.0763 1.0279
P -1.5321 -0.7463 2.0941
N -0.3886 -1.1523 0.8966
P 0.3424 0.1794 0.0978
C 2.1196 -0.1298 0.0264
C -0.1347 -0.0556 -1.7143
N 0.0366 1.4867 0.8517
H -3.4598 0.4674 1.2478
H -2.1077 0.0982 -0.0927
H 0.2886 -1.9315 0.9901
H 2.4153 0.8719 -0.4620
H 2.5859 -0.0111 0.9766
H 2.6240 -0.9607 -0.6565
H 0.5613 0.4981 -2.3642
H -0.2259 -1.1789 -1.9408
H -1.2686 0.1653 -1.7890
H 0.6227 2.3230 0.8105
*
```

Results
ΔE to the lowest compared entry with this formula, charge and spin: 0.000 eV
Structure (SMILES): C=PNP(C)(C)=N
Maximum force: 3.38 eV/Å
E_HOMO: -8.241 eV
HOMO-LUMO gap: 9.0 eV

These are the Löwdin partial charges, in e, on atoms 1 to 4: -0.40, 0.77, -0.47, 0.43

Below is a 2-piece molecular cluster, C3H10N2S overall in a non-equilibrium geometry, with properties calculated with ωB97M-V/def2-TZVPD.

Structure (ORCA input):
```
! RIJCOSX wB97M-V def2-TZVPD def2/J DEFGRID3
* xyz 0 1
H 1.5175 -2.7552 1.1981
N 1.0330 -1.8619 1.2129
C 0.1336 -1.8974 2.1028
N -0.6216 -0.8047 2.4379
H -0.1058 -2.7746 2.7093
H -0.8910 -0.0825 1.7946
H -0.9202 -0.7184 3.3914
C -0.2124 -0.3362 -2.2934
C 0.0570 0.3683 -0.9736
S 0.0858 2.1719 -1.1913
H -1.2839 -0.2423 -2.5349
H 0.3433 0.0627 -3.1339
H -0.1481 -1.4245 -2.2391
H -0.6706 0.0745 -0.2213
H 1.0504 0.0875 -0.6466
H -1.2433 2.3310 -1.1935
*
```

Results
ΔE to the lowest compared entry with this formula, charge and spin: 0.523 eV
Structure (SMILES): [H]/N=C/N.CCS
Maximum force: 1.77 eV/Å
E_HOMO: -8.854 eV
HOMO-LUMO gap: 9.7 eV

These are the Löwdin partial charges, in e, on atoms 1 to 4: 0.04, 0.07, -0.38, 0.07

Below is one molecule with the formula C3H10N2S in a non-equilibrium geometry, with properties calculated with ωB97M-V/def2-TZVPD.

Structure (ORCA input):
```
! RIJCOSX wB97M-V def2-TZVPD def2/J DEFGRID3
* xyz 0 1
N -2.8250 0.0281 0.9339
C -1.8535 0.2577 -0.1469
C -0.4054 -0.0673 0.3042
N -0.1430 0.5500 1.6297
C 0.6385 0.2662 -0.7421
S 2.2563 -0.5316 -1.0365
H -3.1098 -0.9446 0.9060
H -2.2686 0.0945 1.7816
H -1.9468 -0.3731 -1.0323
H -1.8325 1.2919 -0.5115
H -0.3082 -1.1503 0.4713
H -0.6704 1.4255 1.6029
H 0.8203 0.8779 1.6397
H 0.2030 0.3199 -1.7491
H 0.8947 1.3497 -0.6022
H 2.2665 -1.3834 0.0733
*
```

Results
ΔE to the lowest compared entry with this formula, charge and spin: 0.724 eV
Structure (SMILES): NC[C@H](N)CS
Maximum force: 3.05 eV/Å
E_HOMO: -9.119 eV
HOMO-LUMO gap: 10.0 eV

These are the Löwdin partial charges, in e, on atoms 1 to 4: 0.01, -0.25, -0.47, 0.02

Below is a 2-piece molecular cluster, C3H10N2S overall, with properties calculated with ωB97M-V/def2-TZVPD.

Structure (ORCA input):
```
! RIJCOSX wB97M-V def2-TZVPD def2/J DEFGRID3
* xyz 0 1
H 1.4135 -0.6617 -2.2357
N 2.0555 -0.7534 -1.4550
C 1.7916 -1.8004 -0.7849
N 2.5897 -2.2007 0.2555
H 0.8868 -2.3789 -1.0103
H 3.2428 -1.4722 0.5011
H 2.1537 -2.7378 0.9829
C -2.7953 0.1130 0.2427
C -2.1985 1.4544 0.6509
S -0.4072 1.5422 0.4865
H -2.2097 -0.6710 0.7270
H -2.7897 -0.0199 -0.8258
H -3.8140 -0.0040 0.6269
H -2.3369 1.5967 1.7252
H -2.7223 2.2814 0.1911
H -0.3017 1.5735 -0.8483
*
```

Results
ΔE to the lowest compared entry with this formula, charge and spin: 0.292 eV
Structure (SMILES): [H]/N=C/N.CCS
Maximum force: 0.89 eV/Å
E_HOMO: -8.933 eV
HOMO-LUMO gap: 9.8 eV

These are the Löwdin partial charges, in e, on atoms 1 to 4: 0.02, 0.04, -0.41, 0.07